The following is a quantum chemistry calculation of a 3-piece molecular cluster, H10N3 overall at a distorted geometry, from OMol25.

The geometry in XYZ format:
```
13
Properties=species:S:1:pos:R:3:mulliken_charge:R:1
N 1.7595 0.2076 -1.2168 -0.52
H 0.9372 0.7562 -0.9185 0.34
H 1.7868 -0.5838 -0.5045 0.41
H 1.6292 -0.0764 -2.1864 0.37
H 2.5242 0.8810 -1.1491 0.38
N 0.4683 -1.1905 0.7352 -0.84
H 1.1992 -1.4624 1.3772 0.31
H 0.0385 -2.0183 0.3471 0.26
H -0.2169 -0.5070 1.0520 0.26
N -2.3437 0.9391 0.5478 -0.67
H -2.7294 1.7708 0.1215 0.22
H -2.3004 1.2190 1.5158 0.24
H -2.7526 0.0646 0.2786 0.22
```

Computed properties:
Maximum force, eV Å⁻¹: 1.9
E_HOMO, eV: -13.4
Energy relative to the best compared isomer or geometry (same formula, charge and spin), kJ/mol: 92.4
Charge: +1

---

The following is a quantum chemistry calculation of C22H36Br14FN2O2 as an isolated structure at a distorted geometry, from OMol25.

The geometry in XYZ format:
```
77
Properties=species:S:1:pos:R:3:mulliken_charge:R:1
C -3.8529 -0.9713 0.9887 -1.51
C -2.4249 -0.8210 0.4250 0.23
C -1.6144 0.1043 1.3631 0.16
F -1.1263 -0.7079 2.3776 -0.41
C -0.5092 0.9297 0.6953 0.49
C -1.2101 1.8525 -0.2079 -0.22
N -1.6594 2.5896 -0.9660 -0.68
C 0.2968 1.7736 1.7091 0.52
C 1.1820 0.8707 2.4765 -0.17
N 1.7180 -0.0344 2.9419 -0.66
C 1.2006 2.8595 1.0238 0.14
O 1.1461 3.9909 1.5487 -0.74
O 1.8893 2.4734 0.0645 -0.67
H -3.8086 -0.7737 2.0602 0.38
H -4.1649 -2.0116 0.9039 0.41
H -4.5652 -0.3105 0.5050 0.20
H -1.9315 -1.7910 0.4921 -0.13
H -2.4133 -0.4878 -0.6085 0.38
H -2.3119 0.8049 1.8339 0.54
H 0.1899 0.3377 0.1137 -0.03
H -0.4192 2.2567 2.3639 0.69
Br -0.3645 -1.3982 -1.9946 -0.02
C 0.8874 -1.6220 -3.4658 -0.58
C 2.1422 -0.8216 -3.2330 -0.88
Br 1.8474 1.0668 -3.5705 -0.13
H 0.3698 -1.3279 -4.3731 0.55
H 1.1046 -2.6885 -3.4999 0.23
H 2.9201 -1.1266 -3.9303 0.36
H 2.5120 -0.9072 -2.2151 0.60
Br 0.8056 2.4911 4.9550 -0.03
C 0.2957 3.5951 6.4684 -0.28
C -1.0577 3.2170 7.0045 -0.52
Br -2.4975 3.8646 5.8621 -0.15
H 0.3351 4.6284 6.1382 -0.02
H 1.0597 3.4284 7.2258 0.31
H -1.2293 3.6822 7.9741 0.26
H -1.1865 2.1427 7.0875 0.42
Br 0.1238 6.9720 7.0241 -0.05
C -0.3120 7.7271 8.7587 -0.60
C 0.7298 7.3834 9.7890 -0.55
Br 0.5685 5.5367 10.3839 -0.14
H -1.2983 7.3597 9.0236 0.37
H -0.3550 8.8036 8.6069 0.33
H 0.5972 7.9872 10.6842 0.33
H 1.7412 7.5045 9.4153 0.37
Br -0.0588 -4.6732 -5.7357 -0.14
C 1.1067 -4.6282 -7.2936 -0.62
C 2.3396 -3.8021 -7.0476 -0.28
Br 1.9540 -1.8960 -7.1090 -0.12
H 0.5101 -4.2551 -8.1197 0.41
H 1.3792 -5.6648 -7.4801 0.37
H 3.0727 -3.9744 -7.8310 0.14
H 2.7915 -3.9990 -6.0821 0.22
Br -6.2969 0.3548 -1.9446 -0.10
C -8.0686 0.4289 -1.1536 -0.58
C -8.0710 -0.1055 0.2542 -0.59
Br -7.9848 -2.0489 0.2880 -0.13
H -8.7330 -0.1220 -1.8112 0.37
H -8.3434 1.4816 -1.1585 0.33
H -9.0011 0.1500 0.7572 0.36
H -7.2310 0.2557 0.8388 0.35
Br 5.4560 -3.2234 -5.1246 -0.05
C 6.9504 -3.3030 -6.3651 -0.61
C 6.5009 -3.2689 -7.8010 -0.60
Br 5.7819 -4.9873 -8.3732 -0.16
H 7.5120 -4.2000 -6.1256 0.36
H 7.5532 -2.4261 -6.1390 0.34
H 7.3454 -3.0819 -8.4604 0.36
H 5.7288 -2.5269 -7.9804 0.37
Br 1.3086 -2.4680 1.0929 -0.05
C 0.8921 -3.7841 -0.2751 -0.56
C 2.1111 -4.2293 -1.0347 -0.65
Br 2.6849 -2.9198 -2.3581 -0.22
H 0.1328 -3.3485 -0.9190 0.11
H 0.4697 -4.6291 0.2658 0.42
H 1.8968 -5.1261 -1.6132 0.40
H 2.9602 -4.4118 -0.3841 0.44
```

Computed properties:
Maximum force, eV Å⁻¹: 7.7
E_HOMO, eV: -4.8
Charge: -1

---

The following is a quantum chemistry calculation of a 6-piece molecular cluster, CH14O6 overall at a distorted geometry, from OMol25.

The geometry in XYZ format:
```
21
Properties=species:S:1:pos:R:3:mulliken_charge:R:1
C -0.5233 -1.0346 -0.0291 -2.09
O 0.5048 -0.2438 0.3655 0.12
H -1.4379 -0.4493 -0.4369 0.32
H -0.9939 -1.4273 0.8372 0.53
H -0.1966 -1.9427 -0.5178 0.25
H 0.1497 0.4390 1.0502 0.17
H -1.4423 2.9585 1.1565 0.45
H -0.5829 2.1016 0.3066 0.25
O -0.8734 2.1547 1.2357 -0.87
H 0.7149 1.4542 -1.0858 0.18
H -0.1189 1.7985 -2.5015 0.40
O -0.1215 1.8445 -1.5388 -0.71
H 0.7758 -0.6495 -4.6920 0.56
H 0.5863 -0.3573 -3.1260 0.29
O 0.3826 -0.1295 -3.9463 -0.87
H -2.2124 -1.3961 3.6217 0.32
H -3.1714 -1.5979 2.4485 0.28
O -2.2912 -1.4000 2.6771 -0.62
H 4.1290 -0.3430 1.9191 0.32
H 2.9633 -0.7200 0.8916 0.40
O 3.7592 -1.0599 1.3644 -0.68
```

Computed properties:
Maximum force, eV Å⁻¹: 7.6
2S+1: 2
E_HOMO (alpha / beta), eV: 1.0 / -6.5
Energy relative to the best compared isomer or geometry (same formula, charge and spin), kJ/mol: 165.0
Charge: -1

---

The following is a quantum chemistry calculation of a 10-piece molecular cluster, C38H81Cl2N10O12 overall, from OMol25.

The geometry in XYZ format:
```
143
Properties=species:S:1:pos:R:3:mulliken_charge:R:1
C -0.4995 3.9382 -1.5639 -0.69
C 0.8422 3.5769 -2.1346 0.60
Cl 2.1001 4.7292 -1.8271 -0.26
C 1.1001 2.4507 -2.7987 -0.17
Cl 2.7124 2.1113 -3.3909 -0.22
N 0.1027 1.4857 -3.0473 0.94
C 0.5507 0.1293 -2.7660 -0.12
C 0.9922 -0.0016 -1.2809 0.37
O 0.2742 0.5498 -0.4371 -0.73
O 2.0233 -0.6973 -1.0962 -0.93
O -0.2013 1.6468 -4.4693 -0.43
C -1.1002 0.6750 -5.0026 -1.72
C -2.5084 0.4766 -4.3970 1.03
C -2.6000 -0.7165 -3.4352 -2.14
C -3.0968 1.7473 -3.7802 1.47
C -3.1680 2.8837 -4.8042 -1.61
C -4.5057 1.4741 -3.2337 -1.95
H -0.4993 4.9833 -1.2475 0.45
H -1.2640 3.8309 -2.3279 -0.02
H -0.7321 3.2899 -0.7147 0.11
H 1.3398 -0.2041 -3.4492 0.19
H -0.3008 -0.5421 -2.8882 -0.32
H -1.2127 1.0292 -6.0331 0.52
H -0.6003 -0.3008 -5.0698 0.52
H -3.1475 0.2431 -5.2639 0.66
H -1.9142 -1.5136 -3.7417 0.41
H -3.6070 -1.1453 -3.4454 0.48
H -2.3419 -0.4278 -2.4108 0.35
H -2.4797 2.0248 -2.9286 -0.26
H -2.2558 2.9511 -5.3988 0.22
H -3.2994 3.8457 -4.2912 0.47
H -4.0253 2.7453 -5.4724 0.46
H -5.0221 2.4232 -3.0474 0.48
H -5.1051 0.9116 -3.9587 0.37
H -4.4860 0.9315 -2.2841 0.38
C 1.0558 -3.8335 -2.1869 -1.20
C 1.0192 -3.7252 -3.6926 0.64
O 0.1721 -3.0720 -4.2830 -0.63
N 1.9808 -4.3966 -4.3841 -0.06
C 3.0654 -5.2016 -3.8571 -0.87
H 0.2449 -3.2314 -1.7874 0.19
H 0.9207 -4.8683 -1.8660 0.55
H 1.9917 -3.4433 -1.7867 0.32
H 1.9084 -4.2891 -5.3832 0.25
H 4.0332 -4.7937 -4.1514 0.25
H 3.0139 -6.2281 -4.2179 0.29
H 3.0144 -5.2132 -2.7735 0.29
C 3.2196 0.8314 4.0052 -0.89
C 3.4495 1.9958 3.0629 0.86
O 3.3596 3.1548 3.4641 -0.78
N 3.7473 1.7017 1.7867 -0.04
C 3.8861 0.3868 1.1702 -0.42
H 2.9873 1.2361 4.9862 0.33
H 2.3882 0.2153 3.6606 -0.06
H 4.1060 0.1999 4.0756 0.39
H 3.8555 2.5095 1.1922 0.21
H 4.8913 0.2706 0.7587 0.27
H 3.1570 0.2459 0.3705 0.02
H 3.7240 -0.3855 1.9154 0.20
C 0.4593 -1.8340 1.7981 -0.54
C -0.4928 -2.8319 2.4017 0.47
O -0.8897 -3.8212 1.8023 -0.67
N -0.9163 -2.5787 3.6737 -0.08
C -0.5462 -1.4505 4.5015 -0.28
H 0.7128 -2.1316 0.7852 -0.24
H 0.0168 -0.8389 1.7378 0.41
H 1.3784 -1.7755 2.3858 0.32
H -1.5655 -3.2564 4.0387 0.24
H -0.0551 -1.7751 5.4228 0.28
H -1.4201 -0.8495 4.7619 0.13
H 0.1432 -0.8192 3.9522 -0.12
C -1.8958 2.6796 3.6514 -1.27
C -2.8846 1.8849 4.4728 0.83
O -3.4192 0.8784 4.0373 -0.67
N -3.1583 2.3290 5.7297 -0.07
C -2.6279 3.4862 6.4241 -0.83
H -1.7906 2.1906 2.6873 0.27
H -2.2436 3.7021 3.4986 0.40
H -0.9198 2.7198 4.1373 0.36
H -3.8242 1.7529 6.2197 0.09
H -2.1181 3.1756 7.3370 0.26
H -3.4363 4.1646 6.7009 0.25
H -1.9243 4.0180 5.7920 0.36
C -1.8196 4.0292 -8.6598 -1.44
C -3.2609 3.6189 -8.4562 0.87
O -3.5619 2.5055 -8.0726 -0.61
N -4.2208 4.5562 -8.7047 -0.18
C -4.0443 5.9206 -9.1484 -0.84
H -1.1955 3.1766 -8.4110 0.28
H -1.6337 4.3217 -9.6944 0.46
H -1.5535 4.8637 -8.0099 0.37
H -5.1579 4.2235 -8.5414 0.23
H -4.4477 6.6275 -8.4206 0.28
H -4.5438 6.0934 -10.1042 0.28
H -2.9878 6.1339 -9.2754 0.31
C 7.6894 -7.2056 -4.7115 -1.34
C 6.5783 -7.1695 -3.6856 0.80
O 5.4040 -7.1589 -4.0089 -0.59
N 6.9388 -7.1409 -2.3742 -0.16
C 8.2705 -7.1387 -1.8090 -0.84
H 7.2303 -7.2215 -5.6949 0.29
H 8.3286 -6.3259 -4.6295 0.38
H 8.3087 -8.0952 -4.5905 0.37
H 6.1537 -7.1108 -1.7422 0.22
H 8.4256 -8.0067 -1.1654 0.29
H 8.4434 -6.2391 -1.2159 0.29
H 9.0104 -7.1686 -2.6024 0.32
C 6.6443 7.4674 4.7898 -1.20
C 6.3380 6.7111 6.0650 0.74
O 6.3649 7.2620 7.1561 -0.67
N 6.0314 5.3983 5.9434 -0.11
C 5.9570 4.5898 4.7353 -0.74
H 6.8664 8.4954 5.0592 0.29
H 7.5033 7.0369 4.2741 0.33
H 5.7926 7.4488 4.1092 0.34
H 5.8281 4.9502 6.8229 0.20
H 4.9627 4.1648 4.6062 0.32
H 6.6792 3.7719 4.7924 0.24
H 6.1903 5.1950 3.8660 0.27
C -6.3357 2.1464 8.7780 -1.35
C -5.0391 2.0447 9.5506 0.82
O -4.3737 3.0282 9.8263 -0.64
N -4.6324 0.8017 9.9260 -0.17
C -5.2858 -0.4676 9.6826 -0.82
H -6.5074 3.1953 8.5572 0.27
H -6.2862 1.5881 7.8420 0.39
H -7.1731 1.7625 9.3616 0.42
H -3.7611 0.8000 10.4328 0.22
H -5.5342 -0.9669 10.6208 0.29
H -4.6465 -1.1326 9.0999 0.28
H -6.2049 -0.3113 9.1275 0.31
C -3.6697 -6.6824 -1.9665 -1.17
C -4.6668 -6.8980 -0.8495 0.73
O -5.7014 -7.5271 -1.0230 -0.68
N -4.3655 -6.3628 0.3583 -0.08
C -3.1893 -5.5993 0.7434 -0.64
H -4.0571 -7.1685 -2.8566 0.30
H -3.5279 -5.6206 -2.1698 0.32
H -2.6992 -7.1113 -1.7153 0.33
H -5.0706 -6.5333 1.0578 0.21
H -2.6472 -6.0956 1.5478 0.26
H -3.4605 -4.6018 1.0856 0.26
H -2.5160 -5.4894 -0.0989 0.16
```

Computed properties:
Maximum force, eV Å⁻¹: 0.8
E_HOMO, eV: -5.4
Charge: -1

---

The following is a quantum chemistry calculation of an isolated ion of composition C9H11N2 and charge +1 at a distorted geometry, from OMol25.

The geometry in XYZ format:
```
22
Properties=species:S:1:pos:R:3:mulliken_charge:R:1
C -0.4682 0.5517 -2.8121 -0.48
C -1.4414 0.9521 -1.9100 -0.60
C 0.6487 -0.1208 -2.4051 -0.51
C -1.3079 0.7505 -0.5635 -0.50
C 0.8201 -0.4096 -1.0842 0.37
C -0.1824 0.0896 -0.1374 0.49
C 1.9184 -1.0461 -0.3303 -0.36
C 0.5786 0.9155 2.0043 -0.79
C -0.6857 -1.0667 1.9713 -0.69
N 1.4427 -1.0916 1.0445 -0.98
N 0.2728 -0.3020 1.1835 1.01
H -0.6808 0.6211 -3.9354 0.31
H -2.2861 1.5233 -2.2619 0.39
H 1.3519 -0.4569 -3.1896 0.37
H -2.1041 1.1776 0.0851 0.40
H 2.7602 -1.7362 -0.6253 0.40
H 1.5831 1.3364 1.6204 0.34
H -0.0576 1.7626 1.8939 0.35
H 0.6898 0.5616 2.9814 0.43
H -1.6935 -0.7506 1.8834 0.38
H -0.6533 -2.0816 1.4669 0.35
H -0.5054 -1.1799 3.1198 0.31
```

Computed properties:
Maximum force, eV Å⁻¹: 7.2
E_HOMO, eV: -13.6
Energy relative to the best compared isomer or geometry (same formula, charge and spin), kJ/mol: 319.7
Charge: +1
Structure (SMILES): C[N+]1(C)N=Cc2ccccc21

---

The following is a quantum chemistry calculation of C10H16AuClF3N3 as an isolated structure at a distorted geometry, from OMol25.

The geometry in XYZ format:
```
34
Properties=species:S:1:pos:R:3:mulliken_charge:R:1
Au -0.0821 0.1562 0.4214 0.45
N -1.4702 0.6998 -1.0728 -0.52
C -2.5747 1.6413 -0.6644 -0.41
C -2.2531 3.0763 -1.0618 -0.96
C -0.8977 3.6014 -0.5740 -0.51
C -0.6623 3.4279 0.9237 -0.66
N 0.3946 2.4183 1.1812 -0.55
H -0.9957 1.0940 -1.8850 0.39
H -1.8662 -0.1837 -1.3846 0.39
H -2.7247 1.5500 0.4090 0.22
H -3.5039 1.3359 -1.1432 0.44
H -3.0569 3.7012 -0.6696 0.36
H -2.2908 3.1694 -2.1499 0.39
H -0.8458 4.6546 -0.8413 0.35
H -0.0801 3.1154 -1.1215 0.38
H -1.5710 3.1223 1.4424 0.43
H -0.3710 4.3787 1.3685 0.38
H 0.6092 2.3640 2.1716 0.27
H 1.2482 2.6719 0.6926 0.29
Cl 4.5535 -2.8919 1.2040 -0.12
C 3.2364 -2.0911 1.9289 -0.05
C 3.0184 -2.1450 3.2985 -0.10
C 1.9239 -1.4801 3.8321 -0.89
C 1.0870 -0.7756 2.9960 0.21
N 1.3094 -0.7342 1.6692 -0.09
C 2.3549 -1.3813 1.1354 -0.10
H 3.6938 -2.7016 3.9352 0.47
H 1.7148 -1.5119 4.8921 0.43
H 0.2301 -0.2414 3.3812 0.46
H 2.4924 -1.3448 0.0628 0.39
F -1.1783 -2.1200 1.7794 -0.14
C -1.6809 -1.0189 1.3139 0.68
F -2.0928 -0.2167 2.2572 -0.13
F -2.5920 -1.2228 0.4026 -0.15
```

Computed properties:
Maximum force, eV Å⁻¹: 1.6
E_HOMO (alpha / beta), eV: -16.3 / -16.3
Energy relative to the best compared isomer or geometry (same formula, charge and spin), kJ/mol: 0.0
Charge: +2

---

The following is a quantum chemistry calculation of C2H5NO2 as an isolated structure at a distorted geometry, from OMol25.

The geometry in XYZ format:
```
10
Properties=species:S:1:pos:R:3:mulliken_charge:R:1
C 2.1443 0.3398 0.2416 -0.35
C -1.2723 -0.8616 0.5462 -0.40
N 1.0566 0.0069 -0.2841 0.61
O 0.6172 -0.2097 -1.3458 -0.56
O -0.2501 -0.0465 0.9307 -0.46
H 2.4921 0.5884 1.2399 0.31
H 2.9437 0.6068 -0.5675 0.22
H -2.2023 -0.4651 1.0733 0.20
H -1.2777 -1.9713 0.8386 0.20
H -1.3270 -0.7264 -0.6205 0.22
```

Computed properties:
Maximum force, eV Å⁻¹: 4.5
E_HOMO, eV: -9.8
Energy relative to the best compared isomer or geometry (same formula, charge and spin), kJ/mol: 570.6

---

The following is a quantum chemistry calculation of the molecule CH2N2O3S at a distorted geometry, from OMol25.

The geometry in XYZ format:
```
9
Properties=species:S:1:pos:R:3:mulliken_charge:R:1
C -0.3628 0.3999 1.2368 0.24
N 0.7564 -0.6598 -0.7044 -0.31
N 0.1039 0.3488 -0.5054 -0.10
O 2.1217 -0.5535 1.8804 -0.50
O 0.6350 0.5468 3.5929 -0.54
O -0.3543 -0.9701 1.7407 -0.31
S 0.8699 -0.0153 2.2731 0.96
H -1.2117 1.0054 1.7071 0.32
H 1.1197 -0.6598 -1.6476 0.26
```

Computed properties:
Maximum force, eV Å⁻¹: 6.1
2S+1: 3
E_HOMO (alpha / beta), eV: -7.5 / -11.8
Energy relative to the best compared isomer or geometry (same formula, charge and spin), kJ/mol: 278.2